(1)
ORCA calculation (ωB97M-V with the def2-TZVPD basis set) on a structure of composition C34H20AuF15GeN3S.

Atoms and positions in Å:
Au1 -0.3415 -0.3634 -1.5969
C1 -1.2535 2.2797 -0.3250
N1 -1.0016 1.6287 -1.6362
C2 -2.2891 1.5907 -2.3987
C3 0.0169 2.3548 -2.4432
C4 0.1104 3.7313 -2.4079
C5 1.0588 4.3760 -3.1903
C6 1.9042 3.6231 -3.9859
C7 1.8051 2.2401 -4.0313
C8 0.8382 1.5803 -3.2738
N2 0.6558 0.2056 -3.1988
C9 1.1395 -0.8373 -3.9687
C10 1.7256 -0.7201 -5.2325
C11 2.1982 -1.8435 -5.8887
C12 2.0931 -3.1042 -5.3216
C13 1.4674 -3.2411 -4.0931
C14 0.9853 -2.1233 -3.4372
N3 0.2277 -2.2750 -2.1607
C15 -1.0105 -3.0727 -2.4092
C16 1.0562 -2.9499 -1.1244
H1 -1.7678 3.2271 -0.4807
H2 -1.8943 1.6312 0.2647
H3 -0.3099 2.4577 0.1817
H4 -2.6413 2.6133 -2.5366
H5 -2.1191 1.1350 -3.3714
H6 -3.0202 1.0170 -1.8311
H7 -0.5384 4.3159 -1.7711
H8 1.1425 5.4527 -3.1589
H9 2.6688 4.1123 -4.5741
H10 2.5137 1.6786 -4.6187
H11 1.7872 0.2418 -5.7162
H12 2.6506 -1.7283 -6.8645
H13 2.4726 -3.9748 -5.8366
H14 1.3512 -4.2265 -3.6615
H15 -0.7314 -4.0650 -2.7590
H16 -1.5711 -3.1556 -1.4814
H17 -1.6075 -2.5795 -3.1731
H18 1.3145 -3.9514 -1.4657
H19 1.9634 -2.3734 -0.9621
H20 0.4776 -3.0068 -0.2083
F1 -1.6542 2.6663 2.8035
C17 -2.6043 1.7727 3.1356
C18 -2.3729 0.4170 2.9818
C19 -3.4334 -0.4291 3.2571
F2 -3.2932 -1.7433 3.0401
C20 -4.6504 0.0289 3.7237
F3 -5.6411 -0.8138 3.9850
C21 -4.8333 1.3913 3.9012
F4 -5.9935 1.8523 4.3371
C22 -3.8083 2.2722 3.5970
F5 -3.9919 3.5810 3.7336
Ge1 -0.7324 -0.3361 2.2367
S1 -1.5502 -1.0409 0.2802
C23 -0.0134 -1.7995 3.3143
C24 1.1454 -2.4069 2.8623
F6 1.6898 -1.9906 1.7005
C25 1.7937 -3.4087 3.5530
F7 2.9000 -3.9676 3.0701
C26 1.2732 -3.8223 4.7699
F8 1.8744 -4.7807 5.4535
C27 0.1326 -3.2193 5.2735
F9 -0.3500 -3.5982 6.4484
C28 -0.4871 -2.2147 4.5476
F10 -1.5548 -1.6325 5.0965
C29 0.7497 0.9459 2.3326
C30 0.9447 1.5402 3.5706
F11 0.0901 1.2664 4.5641
C31 2.0046 2.3844 3.8418
F12 2.1460 2.9350 5.0380
C32 2.9297 2.6437 2.8428
F13 3.9519 3.4477 3.0760
C33 2.7865 2.0467 1.6010
F14 3.6772 2.2755 0.6416
C34 1.7130 1.2051 1.3773
F15 1.6348 0.6308 0.1605

Its net charge is +1. As for the gap between HOMO and LUMO: 6.37 eV. For the total energy, the calculation gives -5580.39431 hartree. The energy relative to the best compared isomer or geometry (same formula, charge and spin) is 0.000 eV. As for the LUMO energy: -4.277 eV.

(2)
ORCA calculation (ωB97M-V with the def2-TZVPD basis set) on a structure of composition C34H20Br2CsN8O9SSbSe4.

Atoms and positions in Å:
Cs1 0.9569 -1.0261 -0.1885
Br1 2.8767 1.2198 -7.2159
C1 2.0559 0.8424 -5.5414
C2 1.3264 -0.3153 -5.3820
C3 0.7448 -0.5248 -4.1353
N1 0.8586 0.3293 -3.1248
C4 1.5809 1.4366 -3.3025
C5 2.2052 1.7429 -4.5050
C6 1.7290 2.3011 -2.0974
C7 2.9584 2.8878 -1.8075
C8 3.0633 3.5974 -0.6310
Br2 4.7347 4.3380 -0.1395
C9 1.9872 3.7050 0.2222
C10 0.8125 3.0763 -0.1626
N2 0.6728 2.3946 -1.2933
H1 1.2011 -1.0317 -6.1798
H2 0.1475 -1.4137 -3.9557
H3 2.7718 2.6549 -4.6256
H4 3.8190 2.7197 -2.4380
H5 2.0680 4.2087 1.1741
H6 -0.0562 3.1085 0.4809
O1 0.1848 -6.5427 2.0730
C11 -0.4390 -5.7885 2.9462
O2 -0.6106 -6.1217 4.1043
C12 -0.8841 -4.4471 2.4761
C13 -1.6243 -3.6034 3.2600
N3 -1.8355 -2.4841 2.5311
N4 -1.2932 -2.5498 1.3179
C14 -0.7080 -3.7339 1.2531
C15 -0.0912 -4.1870 -0.0383
O3 0.3712 -5.3555 -0.0662
O4 -0.0662 -3.3725 -0.9915
H7 0.2275 -6.0648 1.1497
H8 -1.9958 -3.7407 4.2598
H9 -2.4108 -1.6936 2.7638
O5 -4.1531 6.6865 4.1133
N5 -4.2899 6.1493 3.0277
O6 -5.0498 6.5634 2.1676
C16 -3.5140 4.9419 2.7429
C17 -2.7952 4.4335 3.7697
C18 -2.0227 3.2520 3.6471
C19 -1.2912 2.7257 4.7305
C20 -0.5914 1.5709 4.5613
C21 -0.6454 0.9345 3.3027
N6 -1.3082 1.4101 2.2711
C22 -1.9807 2.5664 2.4273
C23 -2.6976 3.1315 1.2937
N7 -2.5479 2.5024 0.1205
C24 -3.1768 2.9397 -0.9429
C25 -4.0147 4.0644 -0.8978
C26 -4.1581 4.7449 0.2837
C27 -3.4870 4.2973 1.4405
H10 -2.8319 4.9521 4.7191
H11 -1.2930 3.2514 5.6788
H12 0.0019 1.1451 5.3578
H13 -0.0955 0.0159 3.1333
H14 -3.0235 2.3872 -1.8645
H15 -4.5331 4.3841 -1.7912
H16 -4.7853 5.6191 0.3305
Se1 -3.8911 -4.2159 -0.5462
Sb1 -2.7702 -2.7700 -2.0463
Se2 -1.9663 -3.2770 -4.2207
Se3 -4.4713 -0.4641 -2.6521
Se4 -2.5058 -0.4559 -1.2071
O7 4.6959 0.3647 -1.0600
C28 4.3493 0.3597 0.1139
N8 3.1429 0.7504 0.5905
S1 2.9675 0.4319 2.1445
O8 2.6537 1.6192 2.9100
O9 2.0930 -0.6946 2.4168
C29 4.6482 -0.1045 2.4406
C30 5.2956 -0.4954 3.5962
C31 6.6270 -0.8777 3.4853
C32 7.2719 -0.8724 2.2493
C33 6.5988 -0.4841 1.0969
C34 5.2787 -0.0964 1.2146
H17 4.7779 -0.5030 4.5459
H18 7.1685 -1.1896 4.3692
H19 8.3083 -1.1801 2.1885
H20 7.0753 -0.4799 0.1257

Its net charge is -2. As for the gap between HOMO and LUMO: 4.49 eV. For the total energy, the calculation gives -17835.42195 hartree. As for the LUMO energy: 2.088 eV.

(3)
ORCA calculation (ωB97M-V with the def2-TZVPD basis set) on a structure of composition C34H21ClN3O2S6Ta.

Atoms and positions in Å:
Ta1 0.7039 -0.8257 0.1904
S1 -1.0190 -0.4389 -1.6222
C1 -0.8419 -1.7972 -2.7289
C2 -1.9557 -2.2786 -3.4156
C3 -1.8177 -3.2804 -4.3608
C4 -0.5748 -3.8404 -4.6325
C5 0.5371 -3.3849 -3.9454
C6 0.4027 -2.3641 -3.0114
S2 1.8143 -1.8337 -2.0908
C7 2.3846 -0.3892 -2.9912
C8 1.9514 0.9909 -2.5659
C9 2.2183 1.9823 -3.5052
C10 1.9015 3.2914 -3.2329
C11 1.3294 3.5679 -2.0054
C12 1.1047 2.5410 -1.1050
C13 0.4828 2.9114 0.2069
S3 0.5450 0.3697 2.2490
C14 -1.1437 0.2233 2.7318
C15 -1.7157 1.1690 3.5818
C16 -3.0238 1.0219 4.0009
C17 -3.7663 -0.0797 3.5784
C18 -3.2115 -1.0131 2.7252
C19 -1.8942 -0.8653 2.2834
S4 -1.1620 -2.0778 1.2518
N1 1.4017 1.2493 -1.3752
H1 -2.9297 -1.8613 -3.1987
H2 -2.6941 -3.6379 -4.8846
H3 -0.4791 -4.6347 -5.3585
H4 1.5105 -3.8251 -4.1160
H5 2.1089 -0.5459 -4.0343
H6 3.4748 -0.4264 -2.9434
H7 2.6669 1.7019 -4.4486
H8 2.0901 4.0748 -3.9538
H9 1.0389 4.5723 -1.7331
H10 0.4875 3.9951 0.3148
H11 1.0085 2.4608 1.0391
H12 -1.1262 2.0156 3.9099
H13 -3.4690 1.7598 4.6538
H14 -4.7880 -0.2026 3.9120
H15 -3.7900 -1.8642 2.3915
S5 1.7348 -2.9654 0.8726
C20 3.2301 -2.5306 1.6663
C21 3.8556 -3.4763 2.4779
C22 5.0395 -3.1697 3.1263
C23 5.6663 -4.1715 3.9493
N2 6.1695 -4.9733 4.5984
C24 5.6109 -1.8985 2.9799
C25 4.9887 -0.9595 2.1733
C26 3.8050 -1.2676 1.5118
S6 3.0653 -0.1057 0.4254
C27 6.8322 -1.5469 3.6537
N3 7.7976 -1.2469 4.1978
H16 3.4145 -4.4542 2.6095
H17 5.4284 0.0221 2.0629
Cl1 -7.3689 1.1541 0.1739
C28 -5.7491 1.7856 0.1574
C29 -4.6822 0.9069 0.2120
C30 -3.3930 1.4142 0.2100
C31 -3.1880 2.7862 0.1394
C32 -4.2718 3.6560 0.0765
C33 -5.5616 3.1589 0.0917
C34 -1.8231 3.3744 0.1236
O1 -1.5738 4.5309 -0.0972
O2 -0.8664 2.4298 0.2537
H18 -4.8561 -0.1582 0.2638
H19 -2.5595 0.7338 0.2558
H20 -4.0905 4.7209 0.0229
H21 -6.4158 3.8192 0.0504

As for the gap between HOMO and LUMO: 5.88 eV. For the total energy, the calculation gives -4529.48686 hartree. The energy relative to the best compared isomer or geometry (same formula, charge and spin) is 1.742 eV. As for the LUMO energy: -1.852 eV.

- What is the gap between HOMO and LUMO in the third record?
  5.88 eV

- What is the gap between HOMO and LUMO in the third record?
  5.88 eV